No. 1
ORCA calculation (ωB97M-V/def2-TZVPD) on C33H42BrFeN7OSi2 as an isolated structure.

Geometry as XYZ:
```
87
C33H42BrFeN7OSi2, DFT ωB97M-V/def2-TZVPD
Si -0.6262 0.8678 2.5532
H -4.5375 -0.0709 -3.1484
H -0.2795 4.3253 -1.8631
H -0.5013 3.3269 2.4185
N 0.1122 2.2816 -3.5913
C -4.0969 0.6670 -2.4879
C -2.5172 -2.4210 1.7021
H 1.6366 4.1375 -4.3128
C -4.0826 2.8591 -1.5146
H 0.1901 5.9503 -1.3741
H 5.1865 0.4474 1.3730
C 2.4262 -1.1588 2.5037
H -0.1458 2.6461 0.8172
Fe 0.0669 -0.3817 -0.4509
C 0.0296 -5.3540 -2.0451
C -0.9112 -2.4238 4.2064
H 2.2752 5.1483 -0.1757
H 3.0897 3.5579 -3.4877
N 1.8995 0.3270 0.6946
H 2.0818 -1.8745 3.2390
C 0.0349 -0.6882 1.7086
H 4.4867 -1.2828 3.0587
H 0.0573 -2.3585 4.7120
O -1.2777 1.0463 -0.2037
C 0.3283 5.1896 -2.1434
C 0.4181 -3.0428 -1.4000
N 0.6584 0.6763 -2.2558
H 1.2049 0.8974 4.2622
N -1.3275 -1.4278 -1.3742
C -4.6535 1.9083 -2.3754
C 0.0103 2.5177 1.8851
H 4.1534 -3.5994 -0.9355
H -2.7895 1.8203 3.2345
C 3.0871 -3.4930 -1.0781
C -2.4066 -0.9769 -1.9220
H -0.3189 -4.5011 1.2856
C 1.4781 -0.5299 1.6707
H 2.3702 5.6919 -2.5761
H -1.5616 -1.6566 4.6340
H -2.7615 0.0918 3.5563
H -1.9987 -5.8823 -2.3933
C -1.3061 -5.0907 -2.1378
H -2.5187 3.2855 -0.1207
C -2.4870 0.8533 2.8196
C -2.3280 1.2867 -0.8905
H 3.4069 4.0608 -0.9808
N 1.3403 2.5223 -3.1006
C 0.9237 -4.3273 -1.6648
C 2.3116 -4.5309 -1.4984
C 2.4825 -2.2531 -0.7912
H 3.0901 -1.4388 -0.4191
C 0.1107 0.9223 4.3023
H -4.5407 3.8364 -1.4285
C 2.0296 3.7791 -3.3633
H 3.4755 1.3918 -0.1157
C 0.2816 -3.7867 1.8567
C -2.9615 2.5579 -0.7901
H -1.3480 -3.3975 4.4519
C 1.8022 4.8125 -2.2559
C -1.8101 -3.7954 -1.9044
H -0.2145 0.0916 4.9313
H -2.7151 -1.7700 0.8551
H -3.2181 -2.1459 2.4948
C 3.7573 -0.8235 2.4026
H 1.0776 2.6142 2.1058
H -0.1725 1.8521 4.8065
C -2.9438 0.3306 -1.7528
H -2.8769 -3.6253 -1.9637
Br -6.2045 2.3637 -3.3678
N -0.2849 1.1798 -3.0850
H 2.5927 1.4281 -1.7611
H 1.7832 3.5037 -0.5140
H 2.7338 -5.5088 -1.6960
N 1.1997 -2.0240 -0.9288
H -0.0604 5.5796 -3.0856
H -2.9649 -1.6379 -2.5863
C 2.3536 4.3475 -0.9116
H 1.1758 -3.5570 1.2754
C 1.6620 1.5167 -2.2901
H -2.7369 -3.4525 1.4117
C -0.9630 -2.7674 -1.5831
H 0.6135 -4.2960 2.7656
H -3.0610 0.6761 1.9124
H 0.4183 -6.3478 -2.2287
C 4.1576 0.1277 1.4609
Si -0.7429 -2.2569 2.3275
C 3.1915 0.6554 0.6300
```

The value obtained for the HOMO energy (alpha / beta) is -6.94 / -6.94 eV. As for the multiplicity: 1. The LUMO energy (alpha / beta) comes out at -0.489 / -0.489 eV. Its orbital gap (alpha / beta) is 6.448 / 6.450 eV. As for the energy above the lowest of the compared OMol25 structures with the same formula, charge and spin: 0.00 kcal/mol.

---

No. 2
ORCA calculation (ωB97M-V/def2-TZVPD) on a 11-piece molecular cluster, C17H47N9O22 overall.

Geometry as XYZ:
```
95
C17H47N9O22, DFT ωB97M-V/def2-TZVPD
O -2.1154 3.6612 -3.8004
H -0.6802 3.2565 0.1265
H 3.4536 -2.2071 0.7271
O -1.0175 2.8695 4.0963
O -4.3557 5.8358 -1.0646
H 2.9954 -1.0574 -2.6049
O -2.7595 -1.3591 1.2530
C -1.4932 4.7062 -3.0343
C 2.0392 -0.7570 -3.0333
C 0.2883 3.1344 0.6115
H 4.6038 2.5012 0.3502
C 1.8788 3.3068 -5.9055
H -5.1874 2.8947 -0.3273
H 1.3649 -4.9422 3.0337
H 1.8928 -2.9753 1.4247
O 3.7881 -5.2548 1.4202
H -2.9754 3.9799 2.9932
H -4.0184 2.5173 3.3902
H 0.0865 -1.2535 1.8384
H 0.3992 1.5209 -4.4219
H -2.9714 -2.0498 -1.4972
N 1.3202 -2.0459 -3.2142
H 0.2603 3.4505 1.6543
H 3.3011 -0.5961 3.6230
O 3.9151 2.1364 3.2453
O -2.3114 0.9206 -0.7904
H -0.7263 0.9392 1.6299
H -2.7961 2.6536 1.9601
H 2.4146 -6.1631 3.9384
H -2.1549 5.5468 -3.2433
N -3.0442 -1.7755 2.3470
H -1.3111 -1.2897 -1.5140
H 3.6125 -2.2709 4.1157
H 3.0173 -4.4833 3.5878
H -1.6657 -5.1680 -2.0044
O 5.7365 1.2127 2.4895
H -1.6571 -3.4854 2.2796
C -4.8813 3.5398 -1.1509
H -2.0485 1.7652 -4.0083
H 2.0186 -2.2041 -0.2393
O 1.3559 -2.7239 4.1740
N -1.9898 2.2009 3.6813
O -3.4027 4.4440 0.2863
C -2.3366 -1.2513 -1.8812
N 2.8671 -5.8881 1.9690
H 2.2257 -0.2037 -3.9537
O 2.3374 -6.9060 1.5849
H 4.1193 0.7684 0.4851
H -0.9531 2.3745 -2.7816
H -0.4598 4.8376 -3.3551
O 0.6784 3.4751 -5.1248
H -4.3102 2.9184 -1.8407
C 3.1775 -1.3212 4.4273
C 2.3658 -2.2228 0.7938
C 4.0549 1.7606 0.9318
H 2.3487 4.2844 -5.7975
H 3.0021 1.9348 1.1542
C -3.0800 2.8950 2.9844
C -1.3131 2.5415 -3.7968
O 2.0499 -0.9150 1.2640
N -0.1429 -4.7008 -0.7392
C -0.6737 -5.5725 -1.8034
H -2.5494 -1.2823 -2.9498
C -2.1921 -2.8641 2.9979
O -0.3863 -3.5262 -0.7674
O -2.1044 1.0169 3.8859
C 0.6709 -0.5712 1.2211
H -0.6198 2.1273 -5.8300
O -4.1899 0.2336 -1.7408
H 1.6815 3.2408 -6.9755
H -5.8310 3.8915 -1.5541
H 0.8390 1.1791 2.4962
H -2.9177 -3.4650 3.5461
O 0.5897 -5.1045 0.1162
C 2.3660 -5.2994 3.2751
O 0.1946 -2.0499 -3.7798
N 4.6382 1.6469 2.3183
H 2.4768 2.4877 -5.5061
C 0.3606 0.8998 1.5575
H -1.5336 4.5726 -1.9532
O 1.1450 -1.0506 5.5979
C -0.1292 2.3549 -4.8837
H 3.6884 -1.0045 5.3366
N -2.9811 0.0807 -1.4540
H 0.3733 -0.7686 0.1913
O -4.1000 -1.4310 2.8708
H -0.0754 -5.4014 -2.6983
N 1.7344 -1.6902 4.7261
N -4.1437 4.6810 -0.6156
H 0.9492 3.7781 0.0311
H -0.7206 -6.6267 -1.5300
O 1.8702 -3.0668 -2.7857
H -1.4994 -2.3890 3.6926
H 1.4828 -0.1707 -2.3020
O 0.7758 1.8299 0.5215
```

The value obtained for the HOMO energy is -9.65 eV. As for the multiplicity: 1. The LUMO energy comes out at -0.629 eV. Its orbital gap is 9.023 eV. The structure (SMILES) is C[N+](=O)[O-].C[N+](=O)[O-].C[N+](=O)[O-].C[N+](=O)[O-].C[N+](=O)[O-].C[N+](=O)[O-].C[N+](=O)[O-].C[N+](=O)[O-].C[N+](=O)[O-].COCCOC.COCCOC.